{"formula": "C10H12NO", "method": "wB97M-V/def2-TZVPD", "elements": ["C", "O", "N", "C", "C", "C", "C", "C", "C", "C", "C", "C", "H", "H", "H", "H", "H", "H", "H", "H", "H", "H", "H", "H"], "coordinates": [[-3.3039, -0.3673, -0.6633], [-2.0781, -0.5772, -0.1036], [-1.2348, 0.4904, -0.1660], [0.0990, 0.3273, -0.2874], [0.6805, 1.6316, -0.2452], [2.0029, 1.8089, -0.5000], [2.7908, 0.7690, -0.9044], [2.3977, -0.4871, -0.9459], [0.9891, -0.8930, -0.4376], [1.2079, -1.9976, 0.6398], [-0.4263, 2.5584, -0.0525], [-1.5857, 1.8169, 0.0402], [-3.7829, -1.3987, -0.9034], [-3.3500, 0.2993, -1.4357], [-3.9956, 0.0546, 0.0869], [2.4496, 2.8471, -0.3933], [3.8454, 1.0357, -1.1543], [2.8697, -1.3539, -1.3046], [0.5611, -1.2516, -1.4382], [1.8057, -2.9636, 0.2809], [1.7885, -1.6383, 1.5151], [0.2852, -2.4418, 0.9081], [-0.4695, 3.6718, 0.0965], [-2.5457, 2.2117, 0.4529]], "forces_ev_per_a": [[-4.09, -2.43, 1.78], [2.49, -0.85, 0.81], [1.15, -0.86, 0.23], [0.19, -0.30, 0.85], [-1.86, 0.56, -0.08], [-0.73, 3.12, 1.00], [4.34, -0.03, -1.00], [-3.52, -0.76, 1.25], [0.39, 0.41, -2.61], [1.48, -1.50, -0.67], [-1.17, 0.67, 0.70], [0.87, 1.91, 0.61], [1.22, 1.78, 0.10], [0.41, 1.38, -2.55], [0.17, -0.10, 0.01], [-0.63, -1.41, -0.29], [-0.95, -0.40, -0.02], [1.35, -0.59, -0.28], [0.31, -0.61, 1.16], [-1.00, 2.41, 0.11], [-0.67, 0.05, -0.53], [-1.04, -0.06, 0.68], [0.54, -1.44, -0.29], [0.77, -0.95, -0.95]], "lowdin_charge": [-0.085, -0.044, -0.033, -0.040, -0.148, 0.054, -0.073, 0.028, -0.215, -0.021, 0.027, -0.005, 0.149, 0.066, 0.101, 0.173, 0.147, 0.119, 0.197, 0.140, 0.101, 0.056, 0.144, 0.163], "total_energy_ev": -14091.5018, "charge": 1, "de_lowest_ev": 3.593, "homo_ev": -13.24, "multiplicity": 1, "smiles": "CO[N+]1=C2C(=CC=C[C@H]2C)C=C1", "lumo_ha": -0.1973, "gap_ev": 7.87}

{"formula": "CHI2NO2", "method": "wB97M-V/def2-TZVPD", "elements": ["C", "N", "O", "O", "I", "I", "H"], "coordinates": [[-0.5568, 0.5360, 0.4042], [0.0384, -0.9103, 2.2451], [-0.6954, -1.8415, 2.3356], [1.1089, -0.6971, 2.7160], [0.0891, 2.3579, 1.0375], [-2.4910, -0.0181, 0.3287], [0.2246, 0.1060, -0.3332]], "forces_ev_per_a": [[2.26, -1.32, -0.39], [-0.01, 0.55, -1.31], [-0.14, -0.10, 0.24], [0.12, 0.08, 0.28], [-0.04, 0.39, 0.19], [-0.41, -0.03, -0.29], [-1.79, 0.42, 1.27]], "lowdin_charge": [-1.377, -0.338, 0.005, 0.043, 0.803, 0.865, 0.000], "total_energy_ev": -22834.1220, "de_lowest_ev": 1.706, "homo_ev": [-8.50, -9.65], "multiplicity": 1, "lumo_ha": [-0.0489, -0.0406], "gap_ev": [7.17, 8.54]}

{"formula": "C28H23N3O4RuSSe", "method": "wB97M-V/def2-TZVPD", "elements": ["Ru", "O", "C", "C", "C", "C", "C", "C", "C", "O", "N", "N", "C", "C", "C", "C", "C", "C", "C", "O", "H", "H", "H", "H", "H", "H", "H", "H", "H", "H", "O", "S", "C", "C", "C", "C", "C", "C", "C", "C", "C", "C", "C", "C", "H", "H", "H", "H", "H", "H", "H", "H", "H", "H", "Se", "C", "N", "C", "H", "H", "H"], "coordinates": [[-0.1416, -1.2498, -1.4937], [0.8976, 0.5372, 3.6822], [2.2071, 0.6301, 3.3780], [3.0298, 1.2268, 4.3357], [4.3847, 1.3551, 4.1149], [4.9507, 0.8888, 2.9315], [4.1416, 0.2954, 1.9844], [2.7650, 0.1531, 2.1792], [1.9432, -0.5057, 1.1313], [0.6198, -0.5018, 1.3064], [2.5598, -1.0589, 0.1523], [1.8021, -1.7201, -0.8129], [2.5667, -2.5076, -1.5223], [2.2543, -3.3968, -2.5950], [3.3506, -4.1017, -3.1462], [3.1950, -5.0294, -4.1385], [1.8929, -5.2934, -4.6127], [0.8067, -4.6373, -4.1070], [0.9358, -3.6438, -3.0893], [-0.1078, -3.0513, -2.6653], [0.4435, 0.1933, 2.8839], [2.5664, 1.5848, 5.2457], [5.0066, 1.8249, 4.8673], [6.0127, 0.9932, 2.7525], [4.5562, -0.0728, 1.0568], [3.6174, -2.4787, -1.2375], [4.3396, -3.8886, -2.7549], [4.0479, -5.5522, -4.5491], [1.7499, -6.0286, -5.3967], [-0.1923, -4.8311, -4.4747], [0.4211, 1.6227, -0.3215], [-0.3629, 0.4066, -0.0381], [-2.5886, 2.6833, 1.5747], [-2.0391, 3.9389, 1.8203], [-1.4500, 4.2302, 3.0419], [-1.3999, 3.2684, 4.0394], [-1.9453, 2.0136, 3.8068], [-2.5333, 1.7248, 2.5860], [-3.1940, 2.3647, 0.2605], [-4.3587, 1.6035, 0.1784], [-4.9038, 1.2738, -1.0547], [-4.2934, 1.7037, -2.2243], [-3.1409, 2.4732, -2.1515], [-2.5948, 2.7972, -0.9200], [-2.0772, 4.6952, 1.0459], [-1.0226, 5.2108, 3.2109], [-0.9221, 3.4870, 4.9858], [-1.8814, 1.2462, 4.5674], [-2.9206, 0.7309, 2.3958], [-4.8436, 1.2705, 1.0887], [-5.8042, 0.6731, -1.0997], [-4.6919, 1.4296, -3.1928], [-2.6473, 2.7796, -3.0645], [-1.6595, 3.3403, -0.8684], [-2.1357, 0.8733, -5.4153], [-1.4874, 0.1586, -3.9211], [-1.0524, -0.3150, -2.9499], [-1.9475, -1.8605, -0.8012], [-2.6768, -1.0516, -0.7464], [-1.7516, -2.2407, 0.2082], [-2.2964, -2.6648, -1.4476]], "forces_ev_per_a": [[0.50, -0.17, -0.31], [-0.03, -0.02, -0.06], [0.02, -0.01, -0.06], [0.01, -0.01, -0.02], [0.00, 0.01, 0.03], [0.02, 0.00, -0.01], [-0.02, 0.03, 0.02], [0.00, 0.02, 0.05], [-0.05, -0.17, -0.14], [-0.07, 0.19, 0.09], [0.07, 0.04, 0.08], [-0.32, -0.16, 0.00], [-0.06, 0.02, -0.07], [-0.03, 0.10, 0.17], [0.01, -0.06, -0.05], [0.01, 0.02, 0.02], [-0.03, 0.04, 0.04], [0.06, -0.05, -0.05], [0.10, -0.16, 0.04], [-0.06, 0.51, 0.14], [0.00, -0.01, 0.05], [0.00, 0.00, 0.00], [0.00, 0.00, 0.00], [0.00, 0.00, 0.00], [0.00, 0.00, 0.00], [-0.01, 0.02, 0.00], [0.00, 0.00, 0.00], [0.00, 0.00, 0.00], [0.00, 0.00, 0.00], [-0.01, 0.01, 0.01], [0.14, 0.01, -0.07], [0.00, -0.16, -0.02], [0.02, 0.03, 0.01], [0.01, 0.01, 0.01], [0.00, 0.00, 0.00], [0.00, 0.01, 0.00], [0.00, 0.00, 0.00], [-0.01, -0.02, 0.02], [-0.10, -0.05, 0.05], [0.00, -0.03, -0.01], [0.01, 0.00, 0.01], [-0.02, 0.02, 0.00], [0.02, -0.02, -0.01], [0.05, 0.05, -0.02], [0.00, -0.01, 0.00], [0.00, 0.00, 0.00], [0.00, 0.00, 0.00], [0.00, 0.00, 0.01], [0.00, 0.01, -0.01], [0.01, 0.01, 0.00], [0.00, 0.00, 0.00], [0.01, -0.01, 0.00], [0.01, 0.00, 0.00], [0.00, 0.00, -0.02], [-0.02, 0.00, -0.01], [0.02, -0.05, -0.04], [-0.25, 0.21, -0.08], [0.05, -0.19, 0.24], [0.02, 0.01, -0.01], [-0.05, -0.02, 0.00], [-0.02, 0.01, -0.02]], "lowdin_charge": [0.990, 0.053, -0.255, -0.022, -0.098, -0.104, -0.034, -0.070, -0.406, -0.315, 0.072, -0.110, -0.061, -0.151, -0.070, -0.118, -0.096, -0.019, -0.367, -0.155, 0.074, 0.112, 0.097, 0.092, 0.105, 0.121, 0.104, 0.088, 0.097, 0.111, -0.545, 0.801, -0.197, -0.032, -0.085, -0.098, -0.095, -0.050, -0.212, -0.049, -0.091, -0.098, -0.096, -0.056, 0.112, 0.097, 0.097, 0.102, 0.112, 0.107, 0.097, 0.089, 0.071, 0.107, 0.469, -0.891, -0.094, -0.244, -0.013, 0.013, 0.003], "total_energy_ev": -120834.5220, "s2": 0.76, "charge": -1, "de_lowest_ev": 0.619, "homo_ev": [-5.04, -5.00], "multiplicity": 2, "lumo_ha": [0.0758, 0.0707], "gap_ev": [7.10, 6.92]}

{"formula": "C8H10Cl2O3", "method": "wB97M-V/def2-TZVPD", "elements": ["Cl", "C", "Cl", "C", "O", "C", "C", "O", "H", "H", "H", "H", "C", "C", "C", "C", "O", "H", "H", "H", "H", "H", "H"], "coordinates": [[-2.1846, 0.6123, 1.3767], [-1.5766, -0.1302, -0.1392], [-1.6299, 0.7187, -1.6344], [-1.1892, -1.4221, -0.1421], [-0.7968, -2.0432, -1.2977], [-0.5128, -3.4359, -0.9512], [-1.0927, -3.6181, 0.4156], [-1.0973, -2.2778, 0.9466], [0.5039, -3.6532, -0.8819], [-0.9050, -4.0365, -1.7356], [-2.0754, -4.0765, 0.4300], [-0.4772, -4.1450, 1.1344], [0.4697, 4.0600, -0.1998], [1.2162, 2.7582, -0.2433], [1.4660, 1.9885, 0.9257], [2.1060, 0.6383, 0.7882], [2.5478, 0.1695, -0.2658], [-0.4276, 3.8581, -0.8555], [1.0663, 4.9150, -0.6804], [0.2977, 4.2707, 0.8853], [1.5777, 2.4353, -1.1846], [0.9136, 2.4368, 1.7515], [1.8001, -0.0229, 1.5575]], "forces_ev_per_a": [[0.59, -0.50, -1.48], [-0.25, -0.78, 1.19], [-0.03, 0.21, 0.48], [0.28, -0.30, 0.16], [0.00, -0.64, 1.14], [-0.83, 0.88, -0.13], [-0.25, 0.30, 0.96], [-0.63, 1.25, -1.27], [2.04, 0.35, -0.25], [-0.66, -0.52, -0.46], [-0.41, 0.27, -0.03], [0.27, -0.43, -0.29], [0.45, -0.13, -0.46], [1.02, -1.22, 3.65], [-0.52, 2.38, -4.25], [-1.64, 0.43, -2.59], [0.03, 1.12, 1.75], [0.46, 0.74, 1.04], [-0.81, -1.26, 0.69], [-0.51, 0.24, -1.15], [0.37, -0.50, -0.80], [0.64, -0.88, 0.62], [0.40, -1.01, 1.48]], "lowdin_charge": [0.577, -1.021, 0.665, -0.454, -0.013, -0.091, -0.117, -0.012, 0.109, 0.124, 0.127, 0.132, -0.107, -0.137, -0.053, -0.260, 0.005, 0.085, 0.100, 0.079, 0.089, 0.085, 0.090], "total_energy_ev": -39642.2215, "de_lowest_ev": 0.000, "homo_ev": -8.45, "multiplicity": 1, "smiles": "ClC(Cl)=C1OCCO1.C/C=C/C=O", "lumo_ha": 0.0098, "gap_ev": 8.72}

{"formula": "C2H9N2", "method": "wB97M-V/def2-TZVPD", "elements": ["N", "H", "H", "H", "H", "C", "C", "N", "H", "H", "H", "H", "H"], "coordinates": [[-1.5626, 0.8317, -1.1543], [-1.4845, 1.8505, -1.0492], [-2.5279, 0.5085, -1.0556], [-1.0778, 0.5529, -2.0132], [-0.8855, 0.4659, -0.4191], [0.3897, -1.2209, 1.2844], [1.5827, 0.4202, -0.0363], [0.5752, -0.2552, 0.2402], [0.5982, -2.2201, 0.8803], [-0.6625, -1.4910, 1.4916], [0.8839, -0.9023, 2.2119], [1.6882, 0.9695, -0.9792], [2.4829, 0.4900, 0.5985]], "forces_ev_per_a": [[2.01, 0.25, 0.88], [-0.52, 0.08, -0.30], [0.00, -0.15, -0.13], [-0.87, 0.05, -0.52], [-1.78, 0.26, -0.57], [-2.03, -2.01, -0.55], [-0.03, 0.38, -1.24], [2.48, -0.22, 1.79], [1.18, 0.26, 0.08], [-0.09, 1.10, 0.35], [0.05, 0.14, -0.12], [-0.21, 0.12, 0.01], [-0.19, -0.26, 0.32]], "lowdin_charge": [0.331, 0.174, 0.177, 0.167, 0.095, 0.030, 0.184, 0.065, 0.142, 0.138, 0.162, 0.154, 0.183], "total_energy_ev": -5178.4793, "s2": 0.76, "charge": 2, "de_lowest_ev": 1.641, "homo_ev": [-22.21, -22.16], "multiplicity": 2, "lumo_ha": [-0.3630, -0.5177], "gap_ev": [12.33, 8.07]}